(1)
Here is a structure of composition F4N from OMol25. Energies are from ωB97M-V with the def2-TZVPD basis set.

Cartesian coordinates (Å):
N1 -0.04 0.01 0.09
F1 0.59 -0.26 1.14
F2 -0.62 1.13 0.11
F3 1.05 0.04 -1.17
F4 -0.80 -0.94 -0.29

Results
Charge = +1
HOMO-LUMO gap = 12.3319 eV
Lowest unoccupied orbital energy = -9.993 eV
Total energy = -453.516788 Eh
HOMO level = -0.8204 hartree

List of natural (NBO) charges in e, atom by atom:
1 N 1.01
2 F 0.04
3 F 0.03
4 F -0.10
5 F 0.02

***

(2)
Here is the molecule C7H14 from OMol25. Energies are from ωB97M-V with the def2-TZVPD basis set.

Cartesian coordinates (Å):
C1 -0.49 -1.43 1.46
C2 0.23 -0.42 0.57
C3 0.78 -1.13 -0.68
C4 1.41 0.22 1.36
C5 -0.55 0.85 0.45
C6 -1.53 1.12 -1.63
C7 -0.34 1.63 -0.79
H1 -0.86 -0.94 2.37
H2 -1.36 -1.85 0.94
H3 0.17 -2.26 1.74
H4 1.49 -1.91 -0.38
H5 -0.02 -1.63 -1.24
H6 1.31 -0.46 -1.36
H7 1.05 0.80 2.22
H8 2.04 -0.60 1.74
H9 2.03 0.86 0.72
H10 -2.44 1.05 -1.02
H11 -1.33 0.13 -2.05
H12 -1.74 1.80 -2.46
H13 -0.47 2.70 -0.61
H14 0.59 1.47 -1.35

Results
HOMO-LUMO gap = 8.4841 eV
Lowest unoccupied orbital energy = 0.541 eV
Total energy = -274.985156 Eh
HOMO level = -0.2919 hartree

natural (NBO) population analysis, charges in e, atoms 1 to 8:
1 C -0.59
2 C -0.25
3 C -0.62
4 C -0.60
5 C 0.22
6 C -0.60
7 C -0.58
8 H 0.22